Record 1
Computed, not measured: a molecular structure, C16H24HfN2O in a non-equilibrium geometry, with ωB97M-V/def2-TZVPD.

Structure (ORCA input):
```
! wB97M-V def2-TZVPD RIJCOSX def2/J DEFGRID3
* xyz 2 1
C 2.429 -2.672 -0.863
C 2.743 -2.441 0.527
H 1.541 -3.355 -0.802
H 3.226 -3.131 -1.497
H 2.178 -1.751 -1.537
H 2.365 -1.553 1.190
H 2.334 -3.313 1.087
H 3.823 -2.306 0.596
C -1.022 0.420 -2.486
C -2.019 1.137 -3.069
C -2.482 2.315 -2.533
C -1.923 2.794 -1.374
H -0.597 -0.510 -2.845
H -2.419 0.730 -3.980
H -3.277 2.846 -3.027
H -2.213 3.718 -0.900
N -0.508 0.946 -1.363
C -0.936 2.093 -0.738
C -0.307 2.453 0.532
N 0.569 1.556 1.141
C 1.307 1.855 2.245
C 0.137 3.969 2.389
C 1.047 3.049 2.887
H 2.051 1.110 2.585
H 1.614 3.222 3.790
C -0.519 3.647 1.207
H -1.212 4.335 0.759
H -0.038 4.892 2.943
Hf 0.692 0.046 -0.153
C 2.651 0.613 -1.103
H 3.306 1.170 -0.404
H 2.357 1.357 -1.870
H 3.329 -0.081 -1.628
C -1.237 -3.748 0.870
C -1.469 -2.405 0.294
C -2.682 -1.756 0.979
O -0.329 -1.590 0.259
H -1.081 -3.695 1.929
H -0.378 -4.229 0.468
H -2.067 -4.421 0.708
H -1.880 -2.521 -0.712
H -2.572 -1.670 2.076
H -2.942 -0.743 0.605
H -3.591 -2.381 0.819
*
```

LUMO: -8.7 eV
HOMO-LUMO gap: 7.10 eV
energy above the lowest of the compared OMol25 structures with the same formula, charge and spin: 84.3 kJ/mol
HOMO energy: -15.75 eV

***

Record 2
Computed, not measured: a molecular structure, C16H24HfN3O17Zn in a non-equilibrium geometry, with ωB97M-V/def2-TZVPD.

Structure (ORCA input):
```
! wB97M-V def2-TZVPD RIJCOSX def2/J DEFGRID3
* xyz 3 1
Zn 14.863 6.577 32.037
Hf 18.791 10.491 32.821
N 16.211 9.074 30.707
O 15.302 8.476 31.298
O 17.071 9.702 31.289
O 16.393 8.972 29.545
N 18.232 12.928 30.156
O 18.464 12.147 31.113
O 17.438 12.546 29.291
O 18.812 13.988 29.977
N 16.707 7.785 34.514
O 17.395 8.697 34.012
O 17.103 7.110 35.466
O 15.790 7.334 33.825
O 19.706 9.854 30.515
C 19.791 9.642 29.300
O 19.803 8.338 28.766
C 20.033 8.377 27.385
C 20.651 9.701 27.103
C 20.197 10.683 28.250
H 19.082 8.417 26.855
H 20.591 7.538 26.970
H 20.442 10.145 26.130
H 21.732 9.594 27.020
H 19.378 11.391 28.119
H 21.031 11.230 28.691
O 19.290 8.090 32.289
C 19.865 7.056 31.972
O 20.908 7.060 31.198
C 21.460 5.747 31.043
C 21.021 5.067 32.299
C 19.665 5.641 32.566
H 22.543 5.643 30.968
H 21.003 5.313 30.154
H 21.681 5.066 33.166
H 20.951 4.084 31.834
H 19.424 5.700 33.628
H 18.880 5.086 32.053
O 14.474 13.069 29.434
C 13.924 12.281 30.191
O 14.516 11.946 31.323
C 13.764 11.102 32.125
C 12.656 10.585 31.316
C 12.555 11.534 30.154
H 13.350 11.708 32.931
H 14.367 10.315 32.578
H 11.685 10.634 31.809
H 12.857 9.572 30.970
H 11.841 12.303 30.449
H 12.287 11.114 29.184
O 15.311 11.788 27.128
C 15.311 10.697 26.520
O 14.229 9.881 26.368
C 14.577 8.661 25.674
C 16.073 8.490 25.912
C 16.539 9.946 25.946
H 14.334 8.671 24.612
H 14.004 7.874 26.164
H 16.578 7.955 25.109
H 16.321 8.090 26.895
H 16.684 10.484 25.010
H 17.349 10.092 26.661
*
```

LUMO: -13.7 eV
HOMO-LUMO gap: 2.19 eV
HOMO energy: -15.94 eV

***

Record 3
Computed, not measured: C16H24N2O3S in the gas phase in a non-equilibrium geometry, with ωB97M-V/def2-TZVPD.

Structure (ORCA input):
```
! wB97M-V def2-TZVPD RIJCOSX def2/J DEFGRID3
* xyz 0 1
C -0.514 -3.163 -0.089
C 0.538 -2.120 -0.272
C 1.771 -2.463 -0.822
C 2.797 -1.545 -0.945
C 2.593 -0.258 -0.488
C 1.381 0.124 0.042
C 0.337 -0.793 0.130
N -0.883 -0.352 0.676
C -2.117 -0.466 0.088
O -2.307 -1.094 -0.926
C -3.195 0.267 0.880
C -3.063 1.788 0.699
C -3.423 2.206 -0.723
C -4.854 1.789 -1.044
C -4.996 0.277 -0.914
C -4.603 -0.189 0.486
H -4.654 -1.279 0.533
H -5.311 0.215 1.214
H -4.351 -0.211 -1.644
H -6.026 -0.022 -1.116
H -5.114 2.100 -2.058
H -5.541 2.286 -0.354
H -2.740 1.729 -1.429
H -3.313 3.288 -0.824
H -2.049 2.119 0.937
H -3.744 2.278 1.400
H -3.033 0.025 1.939
H -0.788 0.375 1.372
H 1.263 1.144 0.376
S 3.922 0.932 -0.594
O 3.509 2.150 0.051
O 4.390 1.010 -1.945
N 5.113 0.139 0.311
C 6.454 0.590 0.008
H 7.169 -0.152 0.364
H 6.527 0.682 -1.073
H 6.676 1.560 0.468
C 4.786 0.150 1.717
H 5.489 -0.486 2.253
H 3.779 -0.248 1.834
H 4.817 1.164 2.134
H 3.751 -1.807 -1.371
H 1.926 -3.481 -1.148
H -0.092 -4.158 -0.202
H -0.970 -3.074 0.896
H -1.306 -3.027 -0.825
*
```

SMILES string: Cc1ccc(S(=O)(=O)N(C)C)cc1NC(=O)C1CCCCC1
LUMO: 0.6 eV
HOMO-LUMO gap: 9.66 eV
energy above the lowest of the compared OMol25 structures with the same formula, charge and spin: 96.9 kJ/mol
HOMO energy: -9.09 eV

***

Record 4
Computed, not measured: C16H24N2O5S in the gas phase in a non-equilibrium geometry, with ωB97M-V/def2-TZVPD.

Structure (ORCA input):
```
! wB97M-V def2-TZVPD RIJCOSX def2/J DEFGRID3
* xyz 0 1
C -6.029 -2.756 1.284
C -6.066 -1.435 0.539
H -6.699 -1.497 -0.353
H -6.453 -0.630 1.174
O -4.733 -1.111 0.140
C -4.604 0.060 -0.521
O -5.529 0.801 -0.754
N -3.331 0.277 -0.940
C -2.195 -0.500 -0.503
H -2.542 -1.441 -0.078
C -1.387 0.292 0.529
N -1.012 1.564 -0.050
S 0.102 2.400 0.911
O -0.256 2.300 2.299
O 0.249 3.705 0.338
C 1.567 1.435 0.602
C 2.163 0.716 1.615
C 3.296 -0.034 1.344
C 3.826 -0.058 0.057
C 3.210 0.680 -0.976
C 2.083 1.421 -0.682
H 1.589 2.007 -1.441
C 3.801 0.640 -2.349
H 4.830 0.994 -2.322
H 3.822 -0.384 -2.718
H 3.227 1.258 -3.033
O 4.925 -0.756 -0.309
C 5.633 -1.506 0.662
C 6.821 -2.149 -0.035
H 7.463 -1.382 -0.459
H 6.477 -2.795 -0.838
H 7.392 -2.739 0.676
H 5.977 -0.847 1.469
H 4.980 -2.279 1.090
H 3.759 -0.591 2.143
H 1.738 0.755 2.605
C -2.170 2.353 -0.428
H -1.801 3.296 -0.828
C -2.975 1.577 -1.471
H -3.896 2.106 -1.719
H -2.372 1.431 -2.371
H -2.805 2.559 0.446
H -0.469 -0.239 0.788
H -1.980 0.440 1.443
H -1.563 -0.699 -1.375
H -5.390 -2.675 2.160
H -7.033 -3.024 1.600
H -5.637 -3.539 0.639
*
```

SMILES string: CCOC(=O)N1CCN(S(=O)(=O)c2ccc(OCC)c(C)c2)CC1
LUMO: 0.6 eV
HOMO-LUMO gap: 9.58 eV
energy above the lowest of the compared OMol25 structures with the same formula, charge and spin: 68.8 kJ/mol
HOMO energy: -8.98 eV